1.
C36H44N7O6STi as an isolated structure at a distorted geometry, computed with wB97M-V/def2-TZVPD.

```
95
Properties=species:S:1:pos:R:3:forces:R:3:lowdin_charge:R:1
Ti -0.040 -0.143 -0.325 0.50 -1.31 0.67 0.862
O 0.123 4.898 -5.195 0.34 -0.01 -0.09 -0.058
C 0.046 5.096 -3.968 -0.87 -0.08 -0.07 -0.705
O -0.228 6.130 -3.334 0.28 0.15 0.11 -0.048
C 0.160 3.821 -3.105 0.27 -0.12 0.16 -0.098
C 0.495 2.598 -3.672 0.04 -0.05 -0.15 -0.004
C 0.541 1.457 -2.897 0.01 -0.27 0.02 -0.125
N 0.271 1.448 -1.578 0.17 1.11 -0.98 -0.021
C 0.046 2.652 -1.011 -0.25 0.37 0.03 -0.177
C -0.050 3.826 -1.732 0.12 0.24 0.00 0.064
C -0.132 2.621 0.482 -0.23 -0.17 0.31 -0.607
O -0.384 3.633 1.133 -0.04 0.33 -0.16 0.018
O -0.017 1.450 0.995 -0.03 0.09 0.34 -0.138
H 0.696 2.568 -4.735 0.01 -0.03 0.00 0.114
H 0.779 0.487 -3.319 -0.03 0.02 -0.05 0.116
H -0.279 4.754 -1.226 0.01 0.00 0.00 0.125
N 2.256 0.142 0.097 -0.15 0.18 -0.03 0.046
C 3.068 -0.455 -0.891 -0.01 0.02 -0.02 -0.243
C 3.837 0.337 -1.736 -0.01 -0.02 0.00 -0.038
C 4.609 -0.238 -2.734 0.01 0.02 -0.01 -0.102
C 4.626 -1.615 -2.883 -0.01 -0.03 0.00 -0.107
C 3.845 -2.402 -2.046 -0.03 0.03 0.04 -0.043
C 3.046 -1.849 -1.049 0.03 -0.04 0.00 -0.128
C 2.111 -2.697 -0.256 -0.04 0.10 -0.03 -0.210
C 2.508 -3.973 0.143 0.01 -0.01 -0.01 -0.060
C 1.609 -4.834 0.760 0.01 -0.04 0.02 -0.113
C 0.299 -4.419 0.956 0.03 0.06 -0.06 -0.122
C -0.075 -3.138 0.554 -0.01 -0.20 0.08 -0.186
C 0.802 -2.213 -0.027 -0.31 -0.21 -0.04 -0.149
H 2.401 1.142 0.182 0.13 -0.09 -0.04 0.081
H 2.379 -0.272 1.020 0.00 -0.06 -0.01 0.032
H 3.813 1.415 -1.615 0.01 0.01 0.01 0.112
H 5.190 0.395 -3.392 0.01 0.00 -0.01 0.097
H 5.220 -2.077 -3.661 0.01 0.00 -0.01 0.091
H 3.814 -3.475 -2.190 0.01 -0.01 -0.02 0.105
H 3.529 -4.301 -0.025 0.00 0.01 0.00 0.102
H 1.931 -5.820 1.075 0.00 0.00 0.00 0.088
H -0.423 -5.084 1.418 0.00 -0.02 0.00 0.090
H -1.118 -2.854 0.704 -0.01 -0.02 0.01 0.083
O -2.196 -0.368 0.577 -0.06 0.25 -0.05 -0.164
C -2.957 0.835 0.775 0.05 -0.21 -0.05 -0.241
C -2.953 1.354 2.202 -0.11 0.00 0.00 -0.151
C -3.489 0.374 3.268 -0.07 0.09 0.01 -0.116
C -2.418 -0.463 3.915 -0.01 0.07 -0.08 -0.268
C -2.279 -0.565 5.292 0.04 0.00 0.02 -0.026
C -1.235 -1.321 5.808 0.01 0.03 -0.02 -0.066
C -0.362 -1.948 4.937 -0.06 0.07 -0.02 -0.056
C -0.578 -1.805 3.574 0.12 -0.04 0.10 -0.090
N -1.584 -1.090 3.082 0.09 0.00 0.11 0.117
H -1.934 -0.702 1.482 -0.03 -0.10 -0.10 0.034
H -3.987 0.639 0.448 0.03 -0.01 0.02 0.116
H -2.542 1.610 0.125 -0.07 0.02 0.05 0.102
H -3.569 2.258 2.208 -0.01 -0.06 -0.02 0.123
H -1.941 1.678 2.440 0.08 -0.04 0.09 0.089
H -4.231 -0.303 2.830 0.01 0.05 -0.07 0.126
H -4.011 0.934 4.046 0.02 -0.01 0.02 0.107
H -2.970 -0.043 5.942 0.03 -0.02 0.00 0.107
H -1.097 -1.403 6.879 -0.01 0.00 0.00 0.104
H 0.485 -2.519 5.287 0.02 -0.02 0.03 0.106
H 0.079 -2.274 2.851 0.00 0.03 0.02 0.098
C -2.930 0.728 -2.889 0.03 0.05 0.16 -0.022
N -3.026 -0.695 -3.172 -0.03 -0.06 -0.09 -0.144
C -4.340 -1.246 -2.881 -0.01 -0.02 0.02 -0.056
C -1.913 -1.456 -2.840 0.14 -0.15 0.02 -0.451
O -1.039 -1.055 -2.075 -0.16 0.07 -0.26 -0.031
N -1.811 -2.675 -3.446 -0.09 0.10 0.07 -0.126
C -2.539 -3.045 -4.640 0.00 0.02 0.03 -0.063
C -0.765 -3.594 -3.034 0.02 0.00 0.03 -0.019
H -3.773 1.225 -3.369 0.01 0.01 -0.01 0.097
H -2.010 1.134 -3.299 0.02 0.01 0.01 0.084
H -2.959 0.938 -1.815 -0.01 -0.02 -0.13 0.072
H -4.646 -0.999 -1.856 0.00 0.00 -0.01 0.091
H -4.342 -2.328 -2.978 0.01 -0.03 -0.01 0.075
H -5.079 -0.832 -3.570 0.01 -0.01 0.00 0.089
H -3.040 -2.177 -5.057 -0.02 0.01 0.00 0.088
H -3.278 -3.828 -4.442 0.00 0.00 0.00 0.085
H -1.833 -3.431 -5.380 -0.01 0.00 0.00 0.087
H -0.221 -3.179 -2.190 0.00 0.00 0.02 0.067
H -0.070 -3.763 -3.861 0.02 0.01 0.02 0.093
H -1.199 -4.554 -2.743 0.00 0.00 -0.01 0.094
C 0.764 2.168 4.213 0.01 0.01 0.04 -0.043
N 2.006 2.507 3.560 0.01 0.01 -0.02 -0.139
C 2.154 3.811 2.915 0.04 0.05 0.02 -0.101
C 3.511 3.688 2.213 0.01 0.04 0.00 -0.129
N 3.695 2.242 2.187 -0.01 -0.03 -0.01 0.005
C 2.890 1.618 3.092 0.02 -0.13 0.03 -0.859
S 3.044 -0.001 3.505 -0.06 0.00 -0.01 0.588
H -0.063 2.368 3.529 0.00 -0.01 0.00 0.073
H 0.646 2.762 5.122 -0.01 0.01 0.00 0.089
H 0.786 1.112 4.471 -0.01 -0.04 0.00 0.044
H 2.146 4.605 3.664 0.00 0.00 -0.01 0.123
H 1.329 3.973 2.219 0.02 0.01 0.03 0.093
H 4.310 4.175 2.782 -0.01 0.00 0.00 0.111
H 3.490 4.107 1.208 0.01 0.00 0.01 0.116
H 4.575 1.805 1.972 -0.01 0.03 0.01 0.125
```
Forces are in eV/Å.

Values from the calculation:
Total energy in eV: -94718.0068
Total charge: -1
2S+1: 3
Energy relative to the best compared isomer or geometry (same formula, charge and spin) in kcal/mol: 0.0
Gap between HOMO and LUMO (spin up / spin down) in eV: 4.75 / 7.23
Highest occupied orbital energy (spin up / spin down) in Ha: -0.096 / -0.188
Largest force on an atom in hartree/bohr: 0.0301

---

2.
C4H7N3 as an isolated structure, computed with wB97M-V/def2-TZVPD.

```
14
Properties=species:S:1:pos:R:3:forces:R:3:nbo_charge:R:1
N -2.164 0.102 0.498 -0.03 0.02 0.06 -0.843
C -0.898 0.013 -0.143 0.01 0.14 0.24 0.267
C 0.079 -1.154 -0.090 0.10 -0.16 -0.05 -0.377
C 1.108 -0.309 0.121 0.05 -0.11 0.06 0.231
N 2.451 -0.415 0.363 0.01 -0.04 -0.19 -0.797
C 0.253 0.931 0.062 -0.18 -0.04 0.45 -0.186
N -0.527 0.926 -1.223 -0.08 0.06 -0.18 -0.577
H -2.931 0.288 -0.133 0.05 -0.17 -0.10 0.370
H -2.356 -0.735 1.033 -0.02 0.15 -0.07 0.378
H 0.009 -2.202 -0.365 0.00 0.16 0.00 0.206
H 3.024 0.369 0.092 -0.06 -0.07 0.02 0.388
H 2.870 -1.319 0.202 0.00 0.11 -0.03 0.385
H 0.243 1.776 0.737 0.04 0.01 -0.13 0.211
H -1.161 1.729 -1.155 0.11 -0.07 -0.07 0.344
```
Forces are in eV/Å.

Values from the calculation:
Total energy in eV: -8728.7248
Total charge: 0
Energy relative to the best compared isomer or geometry (same formula, charge and spin) in kcal/mol: 68.1
Gap between HOMO and LUMO in eV: 8.57
Highest occupied orbital energy in Ha: -0.274
Largest force on an atom in hartree/bohr: 0.0095

---

3.
A 2-piece molecular cluster, C6H12N2 overall at a distorted geometry, computed with wB97M-V/def2-TZVPD.

```
20
Properties=species:S:1:pos:R:3:forces:R:3:nbo_charge:R:1
C 4.795 -1.186 -0.123 0.85 1.49 2.97 0.168
C -4.721 0.914 0.701 -0.31 -0.12 -0.01 -0.394
C -2.877 2.227 -0.131 0.01 0.19 0.12 -0.394
C 6.234 -1.592 -0.242 0.53 -0.14 0.06 -0.686
N -3.300 0.944 0.403 1.02 -0.05 0.14 -0.467
N 4.154 -1.562 0.926 0.44 -2.56 -1.76 -0.672
C -2.728 -0.157 -0.182 -2.36 0.07 -1.26 0.159
C -2.754 -1.114 -0.935 0.37 0.61 1.03 -0.312
H 3.149 -1.715 0.928 -0.13 1.77 0.13 0.370
H 4.632 -0.206 -0.597 -1.12 -0.64 -1.17 0.147
H -4.949 1.661 1.465 0.18 -0.21 0.23 0.197
H -5.369 1.196 -0.140 0.30 -0.14 -0.38 0.176
H -5.034 -0.077 1.022 0.14 0.06 0.18 0.217
H -3.073 3.000 0.615 0.25 0.02 0.05 0.195
H -3.443 2.527 -1.024 -0.01 -0.27 -0.11 0.175
H -1.821 2.188 -0.392 -0.01 0.12 0.14 0.214
H 6.538 -1.742 -1.278 -0.17 -0.15 -0.13 0.219
H 6.916 -0.825 0.126 -0.16 0.40 0.04 0.227
H 6.459 -2.473 0.355 -0.24 -0.18 -0.13 0.229
H -2.807 -2.006 -1.497 0.41 -0.29 -0.12 0.234
```
Forces are in eV/Å.

Values from the calculation:
Structure (SMILES): [H]/N=C/C.C#CN(C)C
Total energy in eV: -9392.2058
Total charge: 0
Energy relative to the best compared isomer or geometry (same formula, charge and spin) in kcal/mol: 107.1
Gap between HOMO and LUMO in eV: 9.22
Highest occupied orbital energy in Ha: -0.305
Largest force on an atom in hartree/bohr: 0.0667

---

4.
One molecule with the formula C18H21ClN2O, computed with wB97M-V/def2-TZVPD.

```
43
Properties=species:S:1:pos:R:3:forces:R:3:nbo_charge:R:1
C -7.355 -1.080 0.829 -0.01 0.05 0.06 -0.627
C -6.057 -0.416 0.485 -0.01 0.03 -0.08 -0.018
C -4.870 -0.825 1.082 0.02 0.02 -0.02 -0.217
C -3.676 -0.199 0.783 0.00 0.05 0.00 -0.157
C -3.635 0.855 -0.123 -0.03 0.06 -0.06 -0.063
C -4.817 1.263 -0.723 0.16 0.04 0.05 -0.191
C -6.013 0.637 -0.419 -0.06 -0.09 0.07 -0.213
H -6.925 0.968 -0.895 -0.10 0.02 -0.06 0.209
H -4.803 2.078 -1.432 0.02 0.08 -0.08 0.210
C -2.317 1.502 -0.456 0.07 0.14 -0.15 -0.231
N -1.414 0.535 -1.050 -0.45 -0.25 -0.17 -0.593
C -0.100 0.383 -0.677 0.52 0.04 0.02 0.170
C 0.645 1.426 -0.126 -0.23 -0.13 -0.10 -0.297
C 1.976 1.248 0.199 0.01 -0.17 -0.07 -0.051
C 2.659 0.052 -0.053 -0.21 0.14 0.03 0.178
C 1.892 -0.984 -0.600 0.11 0.12 0.04 -0.250
C 0.556 -0.831 -0.894 -0.11 0.10 0.03 -0.242
H 0.005 -1.662 -1.311 -0.05 -0.09 -0.05 0.206
H 2.355 -1.936 -0.800 0.08 -0.10 -0.01 0.216
N 3.997 -0.114 0.284 0.14 -0.10 0.15 -0.463
C 4.981 0.883 -0.112 0.50 0.07 -0.07 -0.241
H 4.531 1.605 -0.795 0.08 -0.04 0.07 0.218
C 6.164 0.217 -0.813 -0.19 0.21 -0.20 -0.080
H 6.911 0.967 -1.087 -0.13 -0.02 -0.03 0.196
O 6.825 -0.720 0.014 0.12 -0.01 0.00 -0.531
C 5.957 -1.358 0.931 -0.19 -0.22 0.17 -0.071
C 4.533 -1.454 0.394 0.17 -0.04 0.10 -0.243
H 4.560 -1.988 -0.570 -0.04 -0.04 0.07 0.172
H 3.912 -2.025 1.090 0.06 -0.07 -0.07 0.213
H 5.948 -0.809 1.883 -0.02 -0.09 -0.08 0.170
H 6.371 -2.355 1.106 -0.11 0.07 0.03 0.193
H 5.816 -0.275 -1.734 0.05 0.08 0.08 0.162
H 5.350 1.421 0.771 -0.02 0.07 -0.20 0.196
Cl 2.762 2.580 0.989 0.00 0.11 0.16 -0.007
H 0.193 2.386 0.065 -0.02 0.10 0.00 0.225
H -1.864 -0.310 -1.367 0.05 0.10 0.07 0.386
H -2.475 2.338 -1.150 -0.04 0.01 0.22 0.191
H -1.871 1.901 0.462 0.00 0.00 -0.08 0.205
H -2.761 -0.528 1.257 0.10 -0.04 0.04 0.208
H -4.884 -1.642 1.790 -0.01 -0.09 0.07 0.207
H -7.201 -2.127 1.082 -0.05 -0.07 0.01 0.216
H -7.807 -0.589 1.692 -0.09 -0.03 0.04 0.222
H -8.056 -1.016 0.000 -0.08 -0.04 -0.02 0.216
```
Forces are in eV/Å.

Values from the calculation:
Structure (SMILES): Cc1ccc(CNc2ccc(N3CCOCC3)c(Cl)c2)cc1
Total energy in eV: -36556.5303
Total charge: 0
Energy relative to the best compared isomer or geometry (same formula, charge and spin) in kcal/mol: 29.2
Gap between HOMO and LUMO in eV: 7.91
Highest occupied orbital energy in Ha: -0.261
Largest force on an atom in hartree/bohr: 0.0105

---

5.
C2H6AsF5O3PS as an isolated structure at a distorted geometry, computed with wB97M-V/def2-TZVPD.

```
19
Properties=species:S:1:pos:R:3:forces:R:3:nbo_charge:R:1
O -3.076 -1.182 -2.380 -0.04 -0.53 -0.34 -1.134
P -2.104 -0.168 -1.874 -0.84 -0.14 -0.60 1.114
As -1.409 -0.722 0.311 -2.69 0.23 1.92 0.272
S 0.908 -0.914 -0.271 1.22 -1.47 -1.19 1.637
O 1.169 -0.923 -1.701 -0.23 1.32 -0.75 -0.979
O 1.344 -2.176 0.284 0.19 -0.40 1.50 -0.975
C 2.137 0.349 0.449 -0.76 0.01 0.36 0.369
F 2.852 0.900 -0.512 0.52 0.64 -1.28 -0.308
F 2.983 -0.288 1.239 0.75 -0.89 0.96 -0.309
C 1.554 1.498 1.285 1.75 -0.27 -0.51 0.909
F 2.582 2.168 1.814 0.96 0.48 0.54 -0.333
F 0.926 2.354 0.542 -1.42 1.02 -1.20 -0.302
F 0.819 1.102 2.271 -1.33 -0.81 1.24 -0.295
H -2.834 1.053 -1.719 0.61 0.25 0.14 -0.121
H -1.071 0.139 -2.797 -0.03 0.27 0.10 -0.080
H -1.545 -2.238 -0.049 0.47 0.07 -0.40 -0.076
H -1.004 -1.101 1.771 0.38 0.15 -0.10 -0.113
H -1.313 0.829 0.610 0.44 0.05 -0.10 -0.160
H -2.918 -0.680 0.730 0.04 0.02 -0.30 -0.114
```
Forces are in eV/Å.

Values from the calculation:
Total energy in eV: -102861.1264
Total charge: -1
Energy relative to the best compared isomer or geometry (same formula, charge and spin) in kcal/mol: 12.0
Gap between HOMO and LUMO in eV: 8.00
Highest occupied orbital energy in Ha: -0.169
Largest force on an atom in hartree/bohr: 0.0644

---

6.
A 2-piece molecular cluster, C5H14OS overall at a distorted geometry, computed with wB97M-V/def2-TZVPD.

```
21
Properties=species:S:1:pos:R:3:forces:R:3:nbo_charge:R:1
C 0.932 -0.287 -2.091 -0.47 0.28 -0.76 -0.634
C 0.010 0.733 -1.404 0.66 0.41 -0.39 -0.424
C -0.006 0.665 0.111 0.83 0.32 1.36 -0.635
C -0.265 -0.742 0.744 0.68 1.54 -1.58 -0.583
S -1.687 -1.508 -0.007 -1.11 -0.49 0.57 0.131
C -3.072 -0.668 0.864 0.52 0.31 -0.37 -0.747
H 1.900 -0.243 -1.588 -0.09 -0.59 0.16 0.217
H 0.479 -1.272 -2.219 0.33 -0.26 0.60 0.197
H 1.148 0.008 -3.133 -0.19 0.21 0.27 0.191
H -1.008 0.786 -1.795 0.10 -0.30 -0.23 0.189
H 0.517 1.665 -1.691 -0.48 0.35 0.37 0.195
H -0.548 1.521 0.542 -0.74 -0.55 -0.20 0.193
H 0.980 0.976 0.495 0.23 -0.37 -0.26 0.177
H 0.574 -1.313 0.336 -0.06 -0.33 0.47 0.231
H -0.221 -0.730 1.832 -0.16 -0.12 -0.02 0.223
H -3.558 -1.301 1.602 0.02 -0.09 -0.08 0.205
H -3.781 -0.302 0.121 -0.11 -0.20 0.06 0.207
H -2.673 0.219 1.360 0.06 -0.08 0.03 0.224
H 2.746 0.780 2.374 0.50 -0.13 -0.32 0.331
H 4.035 0.799 1.487 -0.36 0.00 0.21 0.346
O 3.496 0.215 2.060 -0.16 0.09 0.09 -1.234
```
Forces are in eV/Å.

Values from the calculation:
Total energy in eV: -18293.3063
Total charge: -1
2S+1: 2
Energy relative to the best compared isomer or geometry (same formula, charge and spin) in kcal/mol: 1.5
Gap between HOMO and LUMO (spin up / spin down) in eV: 2.03 / 8.44
Highest occupied orbital energy (spin up / spin down) in Ha: 0.036 / -0.203
Largest force on an atom in hartree/bohr: 0.0450